1.
10
Properties=species:S:1:pos:R:3:forces:R:3:lowdin_charge:R:1 method="wB97M-V/def2-TZVPD" relative_energy_ev=3.387 smiles=Cc1ncno1 e_homo_ev=-10.0296 orbital_gap_ev=10.721 energy_ev=-8200.4984 e_lumo_ev=0.69
C -2.062751 0.016083 -0.045567 -3.7 -2.2 1.4 -0.020
C -0.614208 -0.017225 -0.011626 3.1 2.8 -0.7 -0.418
C 1.368444 0.650980 -0.069942 2.5 -0.5 2.0 -0.230
H -2.352149 -0.707040 0.819021 0.1 1.6 -0.9 0.117
H -2.919761 -0.336835 -0.808014 3.1 0.4 0.6 0.138
H -2.339157 1.060504 0.136205 0.1 -0.4 0.4 0.081
H 2.048746 1.373170 0.419096 0.8 -0.7 -1.6 0.126
N 0.138066 1.098734 0.020626 -2.9 -0.2 -0.9 0.111
N 1.533156 -0.700646 -0.112267 -0.8 3.6 1.3 0.106
O 0.214358 -1.009430 0.104749 -2.1 -4.5 -1.7 -0.012


2.
10
Properties=species:S:1:pos:R:3:forces:R:3:lowdin_charge:R:1 method="wB97M-V/def2-TZVPD" relative_energy_ev=4.391 e_homo_ev=-8.7636 orbital_gap_ev=9.052 energy_ev=-8199.4940 e_lumo_ev=0.29
O 2.293606 -0.093364 -0.205849 -0.1 0.0 0.0 -0.052
C 1.074954 -0.283024 0.177489 -0.1 -0.1 -0.1 -0.551
N 0.394877 -1.402978 0.400156 0.2 0.3 0.0 0.109
N -0.904100 -0.993145 0.239310 -0.3 0.0 -0.1 -0.007
C -1.083453 0.270736 -0.098325 0.1 -0.1 0.1 -0.063
C 0.200284 0.872164 -0.105497 -0.3 0.0 0.2 -0.079
H 1.357548 0.774083 -0.826886 0.3 0.0 -0.1 0.233
H -1.624850 -1.695134 0.332836 0.1 0.1 0.0 0.160
H -2.076252 0.685633 -0.217819 0.1 -0.1 0.0 0.125
H 0.367387 1.865033 0.304587 0.0 -0.1 -0.1 0.125


3.
10
Properties=species:S:1:pos:R:3:forces:R:3:lowdin_charge:R:1 method="wB97M-V/def2-TZVPD" relative_energy_ev=2.418 smiles="[H]/N=C/OCC#N" e_homo_ev=-10.3529 orbital_gap_ev=11.075 energy_ev=-8201.4674 e_lumo_ev=0.72
N 2.372719 0.053400 0.060990 0.2 0.0 0.0 0.110
C 1.196276 -0.331423 0.279833 0.5 0.5 -0.3 -0.287
O 0.288123 0.499143 -0.299244 0.4 0.6 -0.3 -0.084
C -1.085489 0.651367 -0.533077 0.1 0.0 0.0 -0.177
C -1.922273 -0.343541 0.176397 -0.2 -1.4 1.1 -0.163
N -2.350063 -1.209579 0.829011 0.5 1.7 -1.3 0.152
H 3.141885 -0.463606 0.469481 -0.5 -0.4 0.2 0.050
H 0.884426 -1.190011 0.873666 -0.5 0.1 -0.1 0.130
H -1.222018 0.646409 -1.627283 -0.2 -0.4 0.4 0.134
H -1.303587 1.687842 -0.229772 -0.3 -0.5 0.2 0.135


4.
10
Properties=species:S:1:pos:R:3:forces:R:3:lowdin_charge:R:1 method="wB97M-V/def2-TZVPD" relative_energy_ev=7.601 e_homo_ev=-8.2627 orbital_gap_ev=8.301 energy_ev=-8196.2844 e_lumo_ev=0.04
O 0.219170 -2.421262 -0.456226 0.6 -0.9 -0.7 -0.046
C 0.115413 -0.518354 0.054403 0.0 0.7 0.4 -0.123
N -0.970413 0.058228 -0.102995 0.3 -0.2 0.9 0.067
N -0.880433 1.430106 0.016674 0.2 0.4 -0.1 -0.153
C 0.164256 1.972852 0.585638 -0.6 0.2 -0.2 0.028
C 1.104221 -1.383088 0.054686 -0.9 -0.2 0.4 -0.110
H 0.262757 -2.423593 -1.417584 0.3 -0.2 -0.2 0.094
H -1.768966 1.857030 -0.223808 0.1 0.2 0.0 0.135
H -0.071273 3.048009 0.660455 0.1 0.0 -0.1 0.006
H 1.825269 -1.619929 0.828758 -0.1 0.1 -0.4 0.101


5.
10
Properties=species:S:1:pos:R:3:forces:R:3:lowdin_charge:R:1 method="wB97M-V/def2-TZVPD" relative_energy_ev=1.479 smiles=Oc1cn[nH]c1 e_homo_ev=-8.6975 orbital_gap_ev=9.455 energy_ev=-8202.4060 e_lumo_ev=0.76
O 2.054013 -0.022743 -0.237664 0.0 0.0 0.3 0.037
C 0.700810 0.015204 -0.026415 -0.4 0.1 0.1 -0.323
C -0.294574 -0.893447 0.292277 0.1 -0.1 -0.2 -0.044
N -1.472370 -0.212883 0.121870 0.0 -0.1 0.1 -0.063
N -1.305266 1.064782 -0.229835 0.4 -0.1 0.1 0.024
C 0.009779 1.221944 -0.272536 0.2 -0.1 -0.3 -0.112
H 2.523968 -0.801423 0.076595 -0.5 -0.1 0.1 0.106
H -0.314819 -1.909773 0.670070 0.2 0.2 -0.3 0.113
H -2.404014 -0.605756 0.077703 0.4 0.1 0.2 0.149
H 0.507450 2.160890 -0.478841 -0.4 0.0 -0.1 0.113


6.
10
Properties=species:S:1:pos:R:3:forces:R:3:lowdin_charge:R:1 method="wB97M-V/def2-TZVPD" relative_energy_ev=3.700 e_homo_ev=-8.8877 orbital_gap_ev=9.171 energy_ev=-8200.1851 e_lumo_ev=0.28
N -1.139760 -0.945336 0.587519 0.1 0.0 -0.1 0.122
C 0.091647 -0.686918 0.251812 -0.3 -0.4 0.5 -0.111
C 0.886119 0.332175 0.882619 -0.1 0.0 -0.1 -0.160
N 0.955165 1.227201 -0.040561 -0.1 -0.3 0.1 0.111
C 0.478261 0.623259 -1.281044 -0.1 0.4 -0.5 -0.444
O -0.535218 0.943188 -1.866879 0.5 0.1 0.2 0.002
H -1.754097 -1.317294 -0.128982 0.1 -0.3 0.3 0.121
H -1.594239 -0.645702 1.443803 0.0 0.2 -0.1 0.120
H 1.312740 0.431716 1.882557 -0.1 0.0 -0.2 0.113
H 1.299382 0.037711 -1.730844 -0.1 0.1 0.0 0.127


7.
10
Properties=species:S:1:pos:R:3:forces:R:3:lowdin_charge:R:1 method="wB97M-V/def2-TZVPD" relative_energy_ev=3.789 e_homo_ev=-8.9690 orbital_gap_ev=9.685 energy_ev=-8200.0969 e_lumo_ev=0.72
N 2.078583 -0.042273 0.183439 -1.5 -0.5 0.3 0.153
C 0.816232 -0.051745 0.072548 -1.0 -0.1 0.0 -0.366
O 0.177027 0.814049 -0.679607 0.1 0.4 -0.2 -0.016
C -1.245037 0.678965 -0.649921 -0.5 0.0 0.0 -0.193
C -1.683932 -0.495326 0.216520 1.2 -0.3 0.3 -0.043
N -0.556286 -0.939115 0.654605 3.7 2.4 -1.6 0.079
H 2.511314 -0.742826 0.776135 -0.3 -0.1 0.0 0.048
H 0.003423 -1.585119 1.150711 -1.4 -1.7 1.2 0.099
H -1.578545 0.539793 -1.681631 -0.1 0.0 0.2 0.119
H -1.655554 1.613923 -0.258299 -0.1 -0.1 0.0 0.120


8.
10
Properties=species:S:1:pos:R:3:forces:R:3:lowdin_charge:R:1 method="wB97M-V/def2-TZVPD" relative_energy_ev=5.813 e_homo_ev=-9.3169 orbital_gap_ev=9.976 energy_ev=-8198.0726 e_lumo_ev=0.66
N -1.954893 -0.267965 -0.112534 0.4 0.2 0.0 0.077
C -0.592800 -0.467395 -0.017708 1.3 0.9 0.0 -0.264
N 0.106337 -1.504797 0.070030 -0.5 0.3 -0.1 -0.067
O 1.356400 -1.552190 0.149933 0.4 1.7 0.0 -0.106
C 1.877408 0.413101 0.102584 -1.2 -1.4 0.0 0.059
C 0.754076 0.984125 0.007614 -0.9 -1.7 0.0 -0.014
H -2.383654 0.192543 0.682475 0.2 -0.1 -0.1 0.091
H -2.279229 0.116579 -0.992707 0.1 -0.1 0.2 0.091
H 2.923727 0.179180 0.178530 -0.2 0.4 0.0 0.068
H 0.192626 1.906823 -0.068218 0.5 -0.2 0.0 0.066


9.
10
Properties=species:S:1:pos:R:3:forces:R:3:lowdin_charge:R:1 method="wB97M-V/def2-TZVPD" relative_energy_ev=5.733 smiles=NC#[N+][O-].C#C e_homo_ev=-8.8053 orbital_gap_ev=9.327 energy_ev=-8198.1524 e_lumo_ev=0.52
N -1.753374 -0.175153 -0.254140 -0.1 0.0 0.1 0.100
C -0.829174 -1.151874 -0.126306 1.0 -0.4 -0.1 -0.128
N 0.191159 -1.702968 -0.155941 -0.9 0.3 0.0 -0.132
O 1.235860 -2.338127 -0.139122 0.0 0.0 0.0 -0.050
C 1.669197 0.807267 0.139394 -0.5 0.6 0.0 0.007
C 0.992990 1.805339 0.149220 0.5 -0.5 0.0 -0.009
H -1.457305 0.715939 0.135741 -0.1 -0.2 -0.1 0.075
H -2.692671 -0.448418 -0.005401 0.1 0.1 0.0 0.092
H 2.234455 -0.103757 0.119362 -0.1 0.1 0.0 0.025
H 0.441499 2.719131 0.151220 0.1 -0.1 0.0 0.020


10.
10
Properties=species:S:1:pos:R:3:forces:R:3:lowdin_charge:R:1 method="wB97M-V/def2-TZVPD" relative_energy_ev=3.771 e_homo_ev=-8.6224 orbital_gap_ev=9.257 energy_ev=-8200.1146 e_lumo_ev=0.63
C -1.224359 -0.315805 0.107991 -2.6 -0.1 -1.8 -0.275
C 1.225498 0.123232 0.038763 -1.2 5.5 1.2 -0.367
C -0.710997 1.007652 -0.075391 3.7 -1.2 1.6 0.005
N -0.560561 -1.393297 -0.012678 1.5 -0.6 -0.2 0.062
N 0.829855 -1.054848 -0.242997 -1.1 -2.4 -0.2 0.048
O 2.216822 0.766595 0.191803 -0.3 -1.0 -0.4 0.103
H -2.346777 -0.468332 0.187240 1.4 0.0 0.4 0.129
H -0.131734 1.468625 -0.861988 -0.9 -0.1 -0.8 0.073
H -0.852834 1.612235 0.797693 -0.2 0.7 0.1 0.062
H 1.555088 -1.746057 -0.130434 -0.5 -0.9 -0.1 0.159


11.
10
Properties=species:S:1:pos:R:3:forces:R:3:lowdin_charge:R:1 method="wB97M-V/def2-TZVPD" relative_energy_ev=0.899 smiles=Oc1cc[nH]n1 e_homo_ev=-8.9058 orbital_gap_ev=9.961 energy_ev=-8202.9864 e_lumo_ev=1.06
O 2.239214 -0.025022 0.000995 0.0 -0.2 0.0 0.062
C 0.890780 -0.068881 0.003790 -0.2 0.0 0.0 -0.442
N 0.231949 -1.209977 -0.065649 0.1 0.3 0.0 0.079
N -1.064760 -0.833630 -0.043590 -0.2 0.0 0.0 -0.046
C -1.222429 0.504379 0.038312 0.0 -0.1 0.0 -0.109
C 0.038126 1.054156 0.073338 0.0 0.0 0.0 -0.015
H 2.548144 -0.934579 -0.114894 0.0 0.1 0.0 0.110
H -1.777215 -1.542228 -0.087125 0.1 0.1 0.0 0.146
H -2.202188 0.961281 0.060984 0.1 -0.1 0.0 0.113
H 0.318376 2.094499 0.133837 -0.1 -0.2 0.0 0.102


12.
10
Properties=species:S:1:pos:R:3:forces:R:3:lowdin_charge:R:1 method="wB97M-V/def2-TZVPD" relative_energy_ev=1.115 smiles=Oc1cc[nH]n1 e_homo_ev=-9.0263 orbital_gap_ev=9.948 energy_ev=-8202.7700 e_lumo_ev=0.92
O -2.064584 -0.158664 0.989673 0.0 -0.1 0.0 0.060
C -0.914451 0.034190 0.301067 0.1 0.0 -0.2 -0.443
N -0.688385 1.155760 -0.351346 -0.1 -0.3 0.1 0.099
N 0.484738 0.919325 -0.975278 0.2 0.0 -0.2 -0.043
C 0.982074 -0.312436 -0.738642 0.0 0.1 0.0 -0.111
C 0.109341 -0.922884 0.128454 0.1 0.0 0.0 -0.029
H -2.217424 -1.109656 0.932223 -0.3 0.2 0.3 0.105
H 0.871290 1.636454 -1.565070 -0.1 -0.1 0.1 0.148
H 1.880361 -0.674751 -1.216163 0.0 0.1 0.1 0.113
H 0.198082 -1.881230 0.619895 0.0 0.1 -0.2 0.101